Molecular formula: C27H53BN2O9PtS4
Method: DFT, ωB97M-V with the def2-TZVPD basis set

Last column: Mulliken spin population.
Positions of all 97 atoms, in Å:
Pt: -1.9289 -2.0894 1.7918  0.8443
B: 0.8334 -0.0900 0.6498  0.0611
H: 1.0164 -0.4452 1.6521  0.0293
H: -0.0922 0.4507 0.7732  -0.0005
H: 1.6794 0.5078 0.3481  0.0518
H: 0.7130 -0.8603 -0.0961  0.0144
C: -7.8426 -0.3417 -1.8287  0.0120
C: -7.1944 -0.2602 -0.4146  -0.0247
C: -8.0922 -1.0048 0.6237  0.0532
O: -5.8877 -0.7616 -0.3341  0.9043
H: -7.9580 -1.3768 -2.1501  -0.0022
H: -7.1900 0.1282 -2.5646  -0.0011
H: -8.8297 0.0856 -2.0051  -0.0011
H: -7.2245 0.8135 -0.2293  0.0627
H: -9.0698 -0.5704 0.8326  -0.0001
H: -7.6040 -1.0350 1.5978  0.0003
H: -8.1828 -2.0537 0.3413  -0.0034
C: -4.3988 6.1526 -4.5823  0.0000
C: -3.1017 5.4066 -4.2858  0.0000
C: -2.4774 5.8361 -2.9337  0.0000
S: -3.1079 7.5332 -2.7742  0.0000
O: -2.0302 8.5247 -2.8422  0.0000
O: -4.0661 7.5661 -1.5989  0.0000
C: -4.1921 7.6754 -4.2987  0.0000
H: -5.2342 5.7784 -3.9906  0.0000
H: -4.6595 5.9062 -5.6116  0.0000
H: -2.3745 5.5527 -5.0845  0.0000
H: -3.2632 4.3318 -4.2040  0.0000
H: -1.3874 5.8261 -2.9265  0.0000
H: -2.8624 5.2219 -2.1198  0.0000
H: -3.6394 8.0218 -5.1720  0.0000
H: -4.9981 8.3711 -4.0651  0.0000
C: 0.2746 -4.7261 -5.8596  0.0000
C: -1.0994 -4.2165 -6.2596  0.0000
C: -1.9239 -3.9385 -4.9806  0.0001
S: -1.4706 -5.3612 -3.8655  -0.0001
O: -2.4036 -6.4506 -3.9873  0.0000
O: -1.1938 -4.8984 -2.4974  -0.0002
C: 0.0496 -5.8405 -4.8132  0.0000
H: 0.7684 -3.8773 -5.3865  0.0000
H: 0.7100 -5.1447 -6.7669  0.0000
H: -1.5012 -4.8753 -7.0294  0.0000
H: -1.1141 -3.2706 -6.8012  0.0000
H: -3.0078 -3.8231 -4.9872  0.0000
H: -1.5069 -3.1041 -4.4167  0.0000
H: -0.2811 -6.7057 -5.3878  0.0000
H: 0.8040 -6.1247 -4.0795  0.0000
C: 3.2645 -7.6246 2.8870  0.0000
C: 3.4176 -8.1245 4.3021  0.0000
C: 3.0031 -6.9473 5.2538  0.0000
S: 2.7633 -5.4353 4.2646  -0.0005
O: 3.5114 -4.3335 4.8656  -0.0001
O: 1.3549 -5.2277 3.8700  0.0007
C: 3.6699 -6.1240 2.8104  0.0000
H: 2.2679 -7.8991 2.5414  0.0000
H: 3.8630 -8.2481 2.2228  0.0000
H: 4.4717 -8.2962 4.5199  0.0000
H: 2.8962 -9.0559 4.5227  0.0000
H: 3.8102 -6.7043 5.9450  0.0000
H: 2.0716 -7.0583 5.8090  0.0000
H: 4.7460 -5.9513 2.8273  0.0000
H: 3.5049 -5.4482 1.9713  0.0000
C: -4.0408 4.8708 5.4653  0.0000
C: -2.5041 4.8938 5.3019  0.0000
C: -1.9127 3.6775 6.0763  0.0000
S: -3.1852 2.3498 5.9609  0.0001
O: -3.7496 1.9236 7.2436  0.0000
O: -2.7257 1.3736 5.0213  0.0000
C: -4.3857 3.4673 5.0141  0.0000
H: -4.5051 5.6161 4.8195  0.0000
H: -4.3734 4.9774 6.4979  0.0000
H: -2.1059 5.8632 5.6014  0.0000
H: -2.1536 4.7286 4.2831  0.0000
H: -1.8512 3.8959 7.1424  0.0000
H: -0.9488 3.2801 5.7584  0.0000
H: -5.4231 3.1423 5.0925  0.0000
H: -4.0016 3.3155 4.0054  0.0000
N: 7.9420 1.9416 2.2306  0.0000
C: 6.9135 2.5973 2.7945  0.0000
C: 7.4516 3.7637 3.2405  0.0000
C: 8.8327 3.7913 3.0843  0.0000
C: 9.1077 2.6656 2.3655  0.0000
H: 7.8675 1.1165 1.6528  0.0000
H: 5.8738 2.3250 2.6883  0.0000
H: 6.9468 4.6526 3.5886  0.0000
H: 9.5731 4.5517 3.2842  0.0000
H: 10.0018 2.2253 1.9494  0.0000
N: 5.6170 -0.1847 -2.8744  0.0000
C: 6.2772 -1.1838 -3.4995  0.0000
C: 7.5062 -0.7121 -3.8946  0.0000
C: 7.5908 0.6663 -3.6229  0.0000
C: 6.2928 0.9676 -3.1489  0.0000
H: 4.7305 -0.2358 -2.3931  0.0000
H: 5.8379 -2.1584 -3.6530  0.0000
H: 8.2292 -1.3394 -4.3948  0.0000
H: 8.4345 1.3265 -3.7603  0.0000
H: 5.7678 1.8815 -2.9131  0.0000

Forces on atoms 1 to 6 (eV/Å):
1.200 0.740 -0.396
-1.464 -0.671 0.180
1.193 -1.689 4.326
-3.712 2.574 0.050
3.378 2.339 -1.043
-0.507 -3.241 -3.185

Calculated values
Net charge ... 0
Max |F| ... 0.093 hartree/bohr
E_LUMO (spin up / spin down) ... -3.3 / -3.4 eV
2S+1 ... 3
⟨S²⟩ ... 2.04
Kohn-Sham gap (spin up / spin down) ... 0.1658 / 0.1617 Ha
E ... -3583.568930 hartree